{"formula": "C39H59BGe2MnN6", "method": "ωB97M-V/def2-TZVPD", "charge": 3, "lumo_ev": [-10.377, -10.091], "s2": 2.029, "multiplicity": 3, "relative_energy_kj_mol": 16.1, "orbital_gap_ev": [6.13, 6.41], "species": ["Mn", "C", "C", "C", "C", "N", "N", "B", "N", "N", "C", "C", "C", "C", "C", "C", "C", "C", "N", "N", "C", "C", "C", "C", "C", "C", "C", "C", "C", "C", "C", "C", "H", "H", "H", "H", "H", "H", "H", "H", "H", "H", "H", "H", "H", "H", "H", "H", "H", "H", "H", "H", "H", "H", "H", "H", "H", "H", "H", "H", "H", "H", "H", "H", "H", "H", "H", "H", "H", "H", "H", "H", "C", "Ge", "C", "C", "Ge", "C", "C", "C", "C", "C", "C", "C", "C", "C", "C", "C", "C", "H", "H", "H", "H", "H", "H", "H", "H", "H", "H", "H", "H", "H", "H", "H", "H", "H", "H", "H"], "positions_angstrom": [[-0.40818, -0.15441, -0.18997], [-0.39303, 1.99775, -5.00660], [-0.84107, 1.07701, -3.92279], [-1.85952, 0.12286, -3.96047], [-1.88055, -0.48862, -2.71993], [-0.92826, 0.10410, -1.96019], [-0.28444, 1.04657, -2.70422], [0.94665, 1.79046, -2.09517], [1.90634, 0.67025, -1.63138], [1.37096, -0.33863, -0.87810], [2.25727, -1.36908, -0.86833], [3.38402, -0.97301, -1.55530], [3.12649, 0.31591, -2.03688], [4.00363, 1.18736, -2.86955], [1.87058, -2.75519, -0.44074], [0.97611, -2.73197, 0.80061], [3.10255, -3.61159, -0.14305], [1.11456, -3.36691, -1.64445], [0.44219, 2.48256, -0.81229], [-0.34875, 1.74200, 0.00401], [-0.98400, 2.58255, 0.85896], [-0.52753, 3.86205, 0.62211], [0.37067, 3.76878, -0.44539], [1.13848, 4.84974, -1.12380], [-2.12171, 2.10131, 1.70240], [-3.38565, 2.88732, 1.30703], [-2.34293, 0.62722, 1.38619], [-1.85565, 2.29699, 3.19579], [-2.74877, -1.60512, -2.22536], [-2.69151, -2.76743, -3.22914], [-2.26063, -2.11211, -0.86580], [-4.19904, -1.10382, -2.10383], [-1.03702, 1.88789, -5.87394], [0.63230, 1.77373, -5.30769], [-0.41968, 3.03720, -4.67804], [-2.49214, -0.10310, -4.80620], [1.43414, 2.54822, -2.87375], [4.28540, -1.54494, -1.71238], [5.00910, 0.77466, -2.89608], [4.04494, 2.20521, -2.47843], [3.63545, 1.24390, -3.89602], [1.56972, -2.56053, 1.69689], [0.45503, -3.68455, 0.90999], [0.19119, -1.94323, 0.77975], [3.73941, -3.14225, 0.61018], [3.69045, -3.77816, -1.04660], [2.78800, -4.59050, 0.22750], [0.30692, -2.71624, -1.98507], [0.70624, -4.34610, -1.38236], [1.79468, -3.49726, -2.48798], [-0.81537, 4.76247, 1.14487], [1.12025, 5.75484, -0.52093], [0.70080, 5.08453, -2.09650], [2.17431, 4.55240, -1.29384], [-3.53237, 2.89613, 0.22313], [-3.31797, 3.92145, 1.65054], [-4.26485, 2.43667, 1.77436], [-2.58994, 0.52702, 0.32393], [-3.18236, 0.21172, 1.94534], [-1.45150, 0.01803, 1.67969], [-1.62125, 3.33989, 3.41552], [-1.02000, 1.68320, 3.52529], [-2.74562, 2.02234, 3.76830], [-1.67255, -3.14468, -3.34974], [-3.06004, -2.45945, -4.20886], [-3.32244, -3.58701, -2.87809], [-1.19076, -2.37063, -0.90095], [-2.77675, -3.03557, -0.60026], [-2.48841, -1.41586, -0.05860], [-4.61506, -0.88408, -3.08844], [-4.26312, -0.19376, -1.49847], [-4.82217, -1.87223, -1.63957], [-1.32447, -0.67241, 4.92329], [0.48151, -1.31329, 4.67539], [0.49827, -3.14468, 4.05973], [1.76148, -0.91783, 6.07480], [1.68549, 0.30000, 2.80414], [1.73292, 2.18173, 3.19645], [1.29387, 2.50344, 4.48768], [1.44375, 3.79091, 4.98400], [1.99970, 4.77398, 4.17535], [2.40534, 4.47197, 2.87626], [2.27778, 3.18397, 2.38766], [3.42138, -0.20278, 2.15559], [4.21448, 0.55393, 1.28659], [5.53639, 0.20283, 1.07700], [6.08666, -0.89198, 1.74366], [5.30617, -1.65690, 2.60021], [3.97023, -1.32682, 2.78731], [-1.71889, -1.24731, 5.76847], [-1.95471, -0.87631, 4.05968], [-1.37143, 0.38148, 5.18453], [0.13076, -3.73028, 4.90991], [1.49594, -3.50607, 3.81700], [-0.17729, -3.31041, 3.22455], [1.49588, -1.55777, 6.92249], [1.71335, 0.11933, 6.39835], [2.77837, -1.15649, 5.76806], [0.84501, 1.73930, 5.11349], [1.11583, 4.02817, 5.98877], [2.10897, 5.78398, 4.55259], [2.83244, 5.24971, 2.25353], [2.61217, 2.96260, 1.38163], [3.80929, 1.42114, 0.78151], [6.15451, 0.78819, 0.40619], [7.12824, -1.14706, 1.59226], [5.73305, -2.51034, 3.11451], [3.35842, -1.93192, 3.45181]], "forces_ev_per_angstrom": [[-0.06, 0.38, -1.04], [0.12, -0.04, 0.14], [-0.12, 0.02, -0.19], [0.02, -0.01, -0.10], [0.01, 0.12, -0.14], [-0.14, -0.15, 0.12], [0.07, 0.20, 0.01], [-0.04, -0.10, 0.03], [0.00, 0.04, 0.06], [-0.38, 0.07, 0.51], [0.06, -0.11, -0.27], [0.11, 0.05, -0.05], [0.20, -0.16, -0.04], [-0.12, 0.02, 0.02], [-0.21, -0.04, -0.08], [0.33, -0.09, -0.10], [0.01, 0.00, 0.10], [0.15, -0.01, 0.02], [0.13, 0.20, -0.01], [0.20, -0.53, 0.20], [-0.10, 0.10, -0.15], [0.08, 0.13, 0.04], [-0.11, 0.09, 0.05], [-0.03, -0.08, -0.07], [-0.05, 0.04, 0.24], [-0.06, -0.01, -0.09], [0.08, 0.11, 0.04], [-0.08, 0.03, -0.02], [-0.21, -0.15, 0.00], [0.03, -0.03, -0.04], [0.16, 0.01, -0.21], [0.00, 0.00, 0.05], [-0.02, 0.00, -0.01], [-0.04, -0.01, 0.00], [-0.04, -0.02, 0.00], [0.08, 0.04, 0.08], [0.01, -0.10, 0.12], [-0.08, 0.05, 0.00], [0.00, 0.02, 0.00], [0.01, -0.06, 0.00], [0.00, -0.02, 0.03], [-0.05, 0.13, -0.02], [-0.09, 0.10, 0.01], [-0.12, -0.07, 0.08], [-0.03, -0.04, -0.03], [-0.02, 0.01, 0.05], [0.04, 0.05, -0.04], [0.05, -0.07, -0.06], [0.01, 0.07, -0.02], [-0.02, 0.00, 0.05], [0.02, -0.07, -0.09], [0.00, -0.02, -0.01], [-0.01, 0.00, 0.03], [-0.04, 0.03, 0.03], [-0.01, -0.02, 0.09], [0.02, -0.08, -0.05], [0.06, 0.06, -0.01], [-0.08, -0.07, -0.12], [0.10, -0.14, -0.01], [-0.08, -0.04, 0.11], [0.01, -0.05, -0.02], [0.00, 0.05, 0.00], [0.06, 0.02, -0.03], [-0.06, 0.01, -0.01], [0.04, -0.02, 0.06], [0.03, 0.06, -0.04], [-0.14, 0.02, 0.06], [0.04, 0.00, 0.07], [-0.06, 0.09, 0.16], [0.03, 0.02, 0.07], [-0.01, -0.06, -0.02], [0.04, 0.05, -0.06], [-0.02, -0.05, 0.28], [0.22, 0.43, -0.71], [0.04, -0.12, 0.18], [-0.02, -0.03, 0.10], [0.54, -0.04, 1.15], [-0.35, -0.07, -0.13], [0.01, 0.09, -0.12], [0.00, -0.03, 0.01], [-0.06, -0.01, -0.03], [0.00, 0.06, -0.01], [0.10, 0.04, 0.07], [-0.25, -0.22, -0.20], [0.15, -0.01, 0.07], [0.02, -0.01, 0.00], [-0.06, 0.02, -0.02], [0.01, -0.05, 0.03], [-0.02, 0.02, -0.09], [-0.04, 0.05, -0.06], [0.01, 0.02, -0.01], [-0.02, -0.05, 0.03], [0.03, -0.01, -0.08], [-0.03, -0.02, -0.01], [-0.01, 0.01, 0.01], [0.05, 0.04, -0.03], [0.02, -0.02, 0.02], [0.00, 0.00, 0.03], [-0.06, 0.07, 0.03], [0.05, 0.00, -0.04], [0.01, -0.06, -0.02], [-0.01, -0.04, 0.04], [-0.02, 0.03, 0.02], [0.02, -0.03, 0.00], [-0.02, -0.01, 0.05], [-0.04, 0.01, 0.00], [-0.01, 0.07, -0.03], [0.05, -0.03, -0.04]]}